Record 1
Below is C59H61KN8O3S2Si as an isolated structure at a distorted geometry, with properties calculated with the ωB97M-V functional and the def2-TZVPD basis.

XYZ file:
```
135
Properties=species:S:1:pos:R:3:mulliken_charge:R:1
H -3.629 -4.574 -0.645 0.396
H 5.405 4.716 -4.772 0.384
C -1.042 -1.918 7.729 -0.395
H -3.127 -1.588 1.921 0.242
Si -3.552 -0.364 -0.751 -2.636
C 4.489 -2.068 1.315 1.685
C -3.141 4.958 0.864 -0.622
H 0.536 5.971 1.383 0.460
H 1.874 -0.027 -1.773 -0.735
H -1.115 1.359 5.271 0.426
H -2.980 0.086 2.423 0.129
O -4.766 -0.031 0.343 0.326
H -2.020 -1.416 -3.065 0.048
H -5.074 2.451 -4.410 0.431
K 1.279 -0.031 0.778 1.338
H 6.228 -5.930 -0.594 0.388
H -5.916 0.452 3.424 0.437
H -2.397 -4.959 -1.865 0.408
H -2.407 2.929 0.876 0.587
C -4.849 1.360 -2.539 2.185
C 0.290 -0.956 5.467 -0.553
S -1.764 0.451 -0.271 1.244
C -1.485 6.672 1.135 -0.759
C 0.990 -0.432 4.256 1.192
C 4.740 1.451 -5.358 -1.059
C -5.673 0.702 2.388 -1.879
H 4.596 4.062 -2.532 0.464
C 0.185 2.509 2.453 0.576
C -4.576 1.556 -4.028 -1.887
C 6.256 -5.232 0.235 -0.809
H -2.429 -2.788 6.337 0.395
C 0.917 3.896 -1.091 -1.509
C 0.109 -1.156 7.868 -0.703
C 4.621 -1.166 0.252 -0.152
C -3.072 -2.892 -1.871 2.129
H 7.813 -6.287 1.270 0.352
C 0.769 -0.679 6.744 -0.041
C 1.997 -1.260 3.716 0.391
H -1.951 -4.035 -0.427 0.352
H 3.959 0.078 -3.908 0.658
C -5.854 -1.693 1.655 -1.893
H -5.058 -3.520 -2.454 0.394
H 1.988 -3.039 5.118 0.447
H -1.246 -1.928 4.345 0.575
H -5.356 -2.485 1.097 0.178
C 3.574 -2.003 2.402 0.068
C -4.277 2.536 -1.752 -1.254
N 1.635 -2.629 -4.696 0.219
C 1.873 3.445 -1.932 -1.046
H 6.308 -2.749 3.177 0.477
C 2.625 2.423 -1.200 0.508
C -3.656 -0.768 2.407 -1.709
H 4.696 -3.981 -0.566 0.602
C 5.143 2.756 -5.612 -0.480
C 5.730 -1.169 -0.702 -1.471
C 2.403 -2.548 4.250 -1.230
C 7.165 -4.542 2.346 -0.811
O -3.599 -2.020 -0.872 0.026
H 0.157 4.631 -1.309 0.411
C 4.275 0.507 -1.114 0.482
C 0.527 0.819 3.794 0.286
H -4.489 2.430 -0.688 -0.045
H -4.417 -2.169 -3.398 0.167
C -0.773 2.644 3.541 -0.982
N 1.219 -1.186 -3.211 0.067
C 3.386 -3.011 3.434 -1.204
C 1.043 -0.633 -4.460 0.958
C 1.071 3.158 0.155 0.654
C 3.689 1.643 -1.728 0.829
H -4.937 0.691 -4.588 0.382
N 1.019 -0.535 -2.007 1.150
H -6.869 2.161 -2.565 0.409
N 3.785 -0.140 -0.048 0.347
H -3.818 -3.816 -3.689 0.396
C 0.230 3.295 1.268 0.872
H 3.914 -3.949 3.516 0.466
H 0.179 0.037 -2.052 -0.404
C -0.503 5.697 1.240 -0.231
H 5.494 3.034 -6.599 0.377
C 5.411 -3.240 1.304 -0.212
H -6.081 -2.053 2.663 0.422
C 7.142 -5.435 1.282 -0.374
C -0.564 1.591 4.371 -1.095
C -6.351 1.237 -2.290 -1.743
C -0.866 -1.720 5.338 0.296
C 6.304 -3.455 2.356 -0.203
C -0.829 4.345 1.161 -0.812
H -1.045 -2.136 -1.771 0.159
H -0.385 0.931 -4.239 0.050
H -6.533 1.025 -1.237 0.083
H 6.570 -1.845 -0.702 0.450
H -6.761 0.418 -2.885 0.379
H 6.156 0.194 -2.352 0.512
H -1.211 7.719 1.201 0.355
C -2.742 -4.200 -1.159 -2.050
C -2.810 6.303 0.948 -0.606
N 1.281 -1.504 -5.390 -1.027
H 7.855 -4.690 3.168 0.362
H 0.653 1.052 -5.678 0.413
H 1.881 -3.474 -5.174 0.177
C -4.961 -0.452 1.688 2.338
H -3.580 7.062 0.863 0.349
C -4.160 -3.112 -2.922 -1.774
H 1.667 -0.081 6.844 0.472
C 4.209 2.028 -3.061 -0.058
H 0.496 -0.930 8.855 0.355
H -3.878 -1.063 3.438 0.673
C 4.281 1.095 -4.101 -0.204
C -1.808 -2.340 -2.524 -1.389
N 2.111 2.288 0.030 -0.681
H -4.721 3.474 -2.100 0.664
H -6.598 0.942 1.858 0.388
C 0.625 0.777 -4.626 -0.801
N 0.958 1.442 2.679 -0.716
C 4.630 3.335 -3.334 -0.356
H -5.033 1.586 2.389 0.246
H -4.170 4.658 0.701 0.368
S 1.971 -3.624 -2.192 -0.386
C 5.087 3.695 -4.591 -0.816
C -2.161 3.982 0.971 0.258
C 5.396 -4.144 0.244 -0.106
N 2.737 -0.981 2.617 -0.519
C -1.529 -2.198 6.460 -0.838
H 4.771 0.707 -6.145 0.373
H -3.503 1.656 -4.200 0.195
H -3.196 2.588 -1.870 0.229
H 2.027 3.758 -2.954 0.529
C 5.520 -0.133 -1.544 -1.431
C 1.602 -2.492 -3.357 0.159
H -1.560 -2.290 8.605 0.347
H 1.296 1.425 -4.059 0.035
H -1.518 3.419 3.645 0.507
H -1.411 -3.071 -3.234 0.660
O -4.244 0.118 -2.189 0.154
H -6.793 -1.455 1.149 0.370
```

Calculated values
Kohn-Sham gap = 5.40 eV
multiplicity = 1
HOMO level = -1.479 eV
LUMO energy = 3.9188 eV
charge = -2


Record 2
Below is C2H6N2S2 in the gas phase at a distorted geometry, with properties calculated with the ωB97M-V functional and the def2-TZVPD basis.

XYZ file:
```
12
Properties=species:S:1:pos:R:3:mulliken_charge:R:1
S 1.294 -2.064 0.125 -0.197
C -0.271 -0.064 -0.174 0.739
C -1.630 0.616 0.248 -0.968
H -2.425 -0.137 0.257 0.316
H 0.560 -3.200 0.238 0.136
N -0.271 -1.346 0.112 -0.384
H -1.724 1.659 -0.552 0.253
S 2.161 0.381 -1.077 -0.185
H 0.343 1.893 -0.247 0.266
N 0.680 0.892 -0.464 -0.346
H -1.604 0.951 1.453 0.205
H 2.886 0.419 0.081 0.164
```

Calculated values
Kohn-Sham gap = 8.41 eV
multiplicity = 1
HOMO level = -7.955 eV
LUMO energy = 0.4531 eV


Record 3
Below is C15H17ClFNO4S in the gas phase at a distorted geometry, with properties calculated with the ωB97M-V functional and the def2-TZVPD basis.

XYZ file:
```
40
Properties=species:S:1:pos:R:3:mulliken_charge:R:1
C -1.826 -1.232 -3.060 -0.919
C 2.266 1.233 0.687 0.265
C -1.327 -1.084 -0.697 -0.129
C -3.511 -0.422 -1.533 -0.714
C -1.413 2.809 2.634 -1.186
C -2.624 -0.598 -0.487 0.663
C 4.500 1.033 -0.398 -0.751
H -0.785 -0.941 1.254 0.130
O 1.699 -1.340 1.578 -0.716
H -2.071 3.025 3.471 0.415
H 0.027 -1.818 -2.163 0.641
C 3.853 -0.025 -1.288 -0.723
S 1.225 -1.201 0.238 1.240
C -0.629 1.538 2.920 -0.324
H 4.008 1.997 1.529 0.492
C -3.094 -0.737 -2.813 0.351
C 2.436 0.397 -1.663 -0.986
C -0.954 -1.405 -2.003 -0.004
H -0.003 1.664 3.808 0.368
H -1.299 0.687 3.058 0.370
O 1.632 -2.181 -0.725 -0.673
H 5.427 0.653 0.036 0.417
H -2.013 2.689 1.734 0.267
O 0.214 1.198 1.812 -0.149
O 1.903 2.343 2.756 -0.636
H 4.765 1.916 -0.990 0.302
H -4.508 -0.050 -1.360 0.466
C 1.583 0.504 -0.413 0.272
C 3.584 1.460 0.691 -0.632
H 2.454 1.365 -2.169 0.491
F -3.951 -0.558 -3.837 -0.326
H 1.997 -0.339 -2.336 0.300
H -1.535 -1.484 -4.067 0.452
H 0.597 0.918 -0.623 0.774
C 1.473 1.662 1.860 -0.165
H -0.731 3.645 2.497 0.335
Cl -3.147 -0.224 1.118 -0.226
H 3.797 -0.973 -0.752 0.308
N -0.454 -1.270 0.358 -0.444
H 4.449 -0.175 -2.188 0.380
```

Calculated values
Kohn-Sham gap = 9.27 eV
multiplicity = 1
HOMO level = -8.759 eV
LUMO energy = 0.5136 eV


Record 4
Below is a 3-piece molecular cluster, C31H50N3O2 overall at a distorted geometry, with properties calculated with the ωB97M-V functional and the def2-TZVPD basis.

XYZ file:
```
86
Properties=species:S:1:pos:R:3:mulliken_charge:R:1
C -9.386 1.229 0.740 -0.397
C 4.279 0.313 1.009 -1.398
C 2.806 -1.280 3.093 -1.454
C 3.204 0.991 0.109 1.009
C -2.372 -0.343 0.298 -0.428
H 5.100 -5.581 -5.382 0.361
H -2.179 1.156 2.387 0.040
H 2.866 1.884 -1.892 0.396
N 2.055 4.413 0.391 -0.357
H -8.034 -1.207 2.666 0.374
H -8.567 3.196 0.482 0.366
H -4.441 -0.140 0.937 0.151
N 3.284 2.425 0.557 -0.205
H 1.358 0.106 1.171 0.244
H 5.108 -1.340 -4.808 0.401
H 2.178 -0.992 -3.380 0.386
H 1.317 -1.996 0.859 0.126
H 1.855 -3.564 1.606 0.500
C 5.236 -4.581 -5.776 -0.419
H -0.948 3.695 0.170 0.435
H 1.323 0.321 -0.528 0.044
H -2.233 -1.130 3.389 0.183
H 1.917 -1.821 3.464 0.419
C 3.427 -0.172 -2.201 0.139
N 1.094 2.142 0.338 0.317
H 0.978 2.977 2.290 0.971
H -1.563 -0.647 0.988 -0.015
C 4.328 -1.232 0.928 -0.794
C -8.148 -0.243 2.184 -0.476
H 6.030 -2.980 -8.653 0.364
H -9.971 -0.785 1.191 0.370
C 5.760 -3.120 -7.614 -0.327
C -3.557 -1.984 1.816 -0.695
H 5.740 -1.019 -7.178 0.358
H 4.141 2.925 0.331 0.453
O 4.414 -0.636 -2.650 -0.454
H 4.794 -3.618 -3.909 0.377
C 5.579 -4.401 -7.110 -0.424
H 5.707 -5.260 -7.757 0.361
H -2.086 -0.700 -0.707 0.423
H -2.956 3.930 1.395 0.403
C -3.770 -0.964 0.662 -0.421
C 2.161 -2.679 1.022 -1.368
H -6.353 0.568 3.036 0.379
C -7.206 0.754 2.394 -0.198
C 5.243 -2.198 -5.453 -0.073
O 2.236 -0.790 -2.431 -0.433
H -3.167 1.501 -0.525 0.331
H -3.838 -0.339 3.222 0.105
H 4.144 -1.563 -0.110 0.243
C -3.305 -1.300 3.198 -0.774
C 2.134 3.061 0.411 -0.256
H 2.152 4.969 1.229 0.251
C 3.521 1.134 -1.409 -0.631
C -7.357 1.992 1.782 -0.399
C -2.670 1.791 1.628 0.253
H 1.937 4.885 -0.494 0.208
H -0.519 4.582 1.636 0.365
H 4.538 1.545 -1.503 0.581
C 5.595 -2.018 -6.785 -0.568
H -1.413 1.518 -0.205 0.162
H -0.126 1.593 1.984 0.333
H -3.718 -1.957 3.977 0.366
C -0.818 3.590 1.259 -1.127
H 3.570 -1.315 3.884 0.299
C 0.261 2.533 1.575 -0.666
H 3.900 -2.896 2.226 0.590
H -4.514 -2.529 1.926 0.448
H -2.785 -2.724 1.561 0.308
H -4.100 -1.534 -0.218 0.322
C -2.392 1.229 0.211 -0.394
H 2.485 -0.244 2.916 0.316
C -8.448 2.230 0.957 -0.407
H 5.249 0.675 0.612 0.498
C 5.066 -3.479 -4.949 -0.389
H -6.623 2.772 1.949 0.382
C -9.237 -0.007 1.356 -0.361
C 1.707 0.796 0.399 -0.788
H -2.253 3.445 2.943 0.366
H -10.233 1.413 0.092 0.366
C 3.334 -2.030 1.841 0.572
H 2.577 -3.086 0.087 0.331
H 4.202 0.728 2.021 0.632
H 5.353 -1.559 1.162 0.372
H -3.750 1.718 1.829 0.113
C -2.209 3.260 1.854 -1.364
```

Calculated values
Kohn-Sham gap = 7.29 eV
multiplicity = 1
HOMO level = -10.805 eV
LUMO energy = -3.5120 eV
charge = +1


Record 5
Below is a 2-piece molecular cluster, C4H13NO2 overall at a distorted geometry, with properties calculated with the ωB97M-V functional and the def2-TZVPD basis.

XYZ file:
```
20
Properties=species:S:1:pos:R:3:mulliken_charge:R:1
C 0.200 -0.485 0.808 -0.730
N 0.211 -0.579 -0.669 -0.188
H 0.843 -3.952 -0.962 0.286
H 1.566 0.651 1.916 0.433
H 0.061 2.434 2.429 0.344
H 0.730 -1.228 1.329 0.320
C -0.849 0.041 -1.420 -0.691
H -0.403 1.880 -2.235 0.296
H 0.458 -2.564 -1.279 0.365
O 1.047 -3.301 -1.529 -0.645
H 1.062 -0.323 -1.197 0.261
H -0.897 -0.580 1.017 0.381
O -0.954 1.450 -1.645 -0.508
H -1.118 1.900 1.014 0.292
H -0.862 -0.269 -2.583 0.310
H -1.001 1.121 2.536 0.369
H -1.777 -0.226 -1.023 0.404
C -0.409 1.642 1.809 -1.233
H 1.287 1.549 0.454 0.227
C 0.804 0.839 1.229 -0.296
```

Calculated values
Kohn-Sham gap = 10.10 eV
multiplicity = 1
HOMO level = -9.243 eV
LUMO energy = 0.8560 eV


Record 6
Below is C42H95BaN3O18S5 as an isolated structure at a distorted geometry, with properties calculated with the ωB97M-V functional and the def2-TZVPD basis.

XYZ file:
```
164
Properties=species:S:1:pos:R:3:mulliken_charge:R:1
H -3.610 -1.428 4.163 0.614
H 2.769 -3.609 -0.756 -0.062
Ba -0.231 -0.439 -0.480 -2.094
C 3.002 -0.563 4.241 -1.549
O 0.253 -3.367 -0.553 -0.525
H -0.545 7.352 5.652 0.394
S -1.893 0.512 -4.152 1.018
C 0.319 3.806 -3.016 -0.976
H -2.298 -2.885 -1.239 -0.391
H 0.569 0.612 4.211 0.219
C -1.049 6.714 4.928 -1.180
C 3.938 2.747 -3.660 -1.715
C 3.667 -4.041 -1.290 0.289
H 3.117 -7.556 1.912 0.417
H 2.588 0.532 -4.586 0.711
O -1.326 4.459 3.952 -0.218
H 0.719 5.348 -0.721 0.311
C -3.509 6.263 -0.310 -1.560
O -1.446 1.700 -4.752 -0.707
H 0.436 -1.034 4.533 1.047
H 3.438 -5.082 -1.484 0.504
H 4.774 -1.334 3.344 0.432
H 0.829 -6.535 1.839 0.332
H -2.218 -0.982 3.196 -0.175
C 1.228 4.382 -0.725 -1.434
O -1.813 1.937 -0.032 -0.010
H -5.227 -0.588 -0.386 0.267
H -6.786 -1.923 1.264 0.259
H 3.478 4.773 -2.016 0.434
O -2.000 4.328 0.159 0.127
C 2.947 -6.528 1.527 -1.204
H -3.977 -0.559 -4.167 0.136
H -2.536 -2.678 3.657 0.206
C 1.523 -4.490 -3.384 -0.142
H -3.938 0.330 1.263 -0.832
C -4.443 -0.232 2.039 -1.441
H 0.842 3.606 2.905 0.633
H -4.714 -3.437 2.992 0.506
C -0.900 -4.213 1.632 0.145
H -0.298 -3.613 2.355 0.003
H -3.864 0.932 -3.159 0.190
H 5.014 -4.634 0.293 0.233
H -3.767 -2.549 -4.914 0.288
O 1.497 0.184 1.003 2.139
N -3.291 -2.171 0.931 -0.269
H 2.775 -1.280 5.011 0.463
N 2.285 2.544 -1.897 -0.229
C 3.319 4.150 -4.016 -0.573
S 2.486 -2.946 -3.312 1.424
O -0.577 -5.669 -0.562 -0.758
H 5.117 -0.403 4.766 0.486
H -4.899 -4.403 0.586 0.424
H -4.716 3.610 0.572 0.437
H 3.491 -0.924 0.168 -0.393
H 4.990 2.100 0.790 0.520
O -2.242 -1.368 0.512 3.297
H -3.842 -0.811 -1.479 -0.291
C 4.987 -3.851 -0.527 -1.014
H 0.489 5.145 4.859 0.276
S -2.710 3.012 -0.301 1.034
C 1.973 -2.088 2.478 -1.470
C -6.167 -2.845 1.520 -0.715
C 4.212 -0.560 0.877 -2.225
H 3.023 0.162 -1.709 -0.367
H -2.166 6.844 5.109 0.259
O -3.161 3.151 -1.603 -0.805
H -4.411 5.727 -0.473 0.357
H -3.811 0.900 -5.020 0.510
C 2.007 -0.678 3.107 1.753
H 0.608 1.914 2.382 -0.604
H -4.292 0.473 2.803 0.687
C 1.598 3.816 -2.094 0.988
H -0.457 3.243 1.756 -0.592
H -2.448 -3.857 -5.100 0.381
H -1.247 -5.181 2.022 0.637
C -3.999 2.798 0.764 -0.609
H -4.370 1.802 0.581 0.251
H 4.560 -1.345 1.579 0.576
C 4.441 -0.472 3.926 -1.012
H 2.558 4.154 -4.820 0.317
H 3.080 -5.854 2.330 0.353
H 2.113 4.439 -0.161 0.405
H -1.294 6.150 -0.413 0.370
H -5.391 -1.637 -1.773 0.592
O -1.387 -0.641 -5.161 -0.556
O -2.352 2.434 3.476 -0.641
H -0.909 4.857 5.969 0.326
H 4.284 2.128 -4.483 0.370
H 4.951 -2.885 -0.091 -0.123
H 4.488 1.633 3.466 0.385
H 1.560 -2.760 3.250 0.661
C -3.292 -3.365 -1.171 -1.579
O 2.939 -2.655 -4.614 -0.753
H -0.661 -2.514 -4.973 0.223
H -3.722 2.807 1.828 0.094
O 3.840 -3.285 -2.472 -0.499
H 4.832 2.909 -3.021 0.376
S -0.015 -4.588 0.188 1.209
H 2.105 -5.261 -3.907 0.357
O 1.694 -1.951 -2.613 -0.689
C -0.612 5.230 5.019 -0.186
C -2.749 -2.778 -5.234 -1.588
H 1.434 -2.227 1.535 -0.235
H -5.498 -0.279 1.793 0.438
C -4.152 -2.530 -0.221 1.061
O -0.572 2.533 5.118 -0.783
H -6.889 -3.560 1.810 0.563
H 3.478 2.796 1.511 0.031
H -5.914 -3.567 -0.599 0.444
H 3.370 1.914 0.045 -0.267
C -5.108 -2.535 2.603 -1.750
C 0.138 2.861 2.602 0.583
H 0.524 3.674 -0.355 0.014
H 2.796 0.360 4.837 0.352
C 3.015 1.801 -2.941 1.630
C -2.984 -1.721 3.322 -1.387
C 4.665 0.686 2.925 -1.570
C 0.622 -0.346 3.758 -2.117
H 1.499 1.879 -4.587 0.207
H 5.798 -3.925 -1.214 0.494
H 4.207 0.040 -2.917 0.852
H 1.239 -4.728 -2.371 -0.007
H -2.072 5.229 -1.694 0.232
C -5.332 -3.466 0.302 -1.419
C 3.924 1.894 0.988 -0.942
H -0.107 4.831 -2.993 0.273
O 1.417 -4.993 0.636 0.182
C -3.657 0.406 -4.089 -0.901
C -3.894 -1.655 2.203 1.494
H 0.748 -4.081 -3.960 0.024
H 4.540 1.103 -1.586 0.473
H 3.756 -6.326 0.782 0.124
H -0.229 3.028 -2.501 -0.166
H 1.313 0.555 -3.396 -0.039
H 4.104 4.816 -4.320 0.564
S -1.074 2.903 3.874 1.301
N 2.329 0.410 2.155 -0.462
H -3.485 7.020 -1.062 0.455
C -2.158 5.540 -0.628 -0.170
C -1.563 -1.999 -4.640 0.582
H 2.258 5.695 -2.886 0.443
O 1.395 1.698 -1.253 3.373
H 1.697 1.482 -0.352 -0.513
H 1.395 -6.977 0.150 0.263
H -0.728 7.038 3.911 0.270
H -2.751 -2.705 -6.336 0.407
H 0.602 3.448 -4.009 0.376
H -0.156 -0.365 3.020 -0.248
C 2.682 4.693 -2.762 -1.559
C -4.691 -1.310 -1.011 -1.023
H -3.524 6.694 0.650 0.374
H 5.697 0.668 2.580 0.353
H 5.079 -0.202 0.357 0.951
C 3.755 0.750 -2.249 -1.741
O -1.363 0.171 -2.848 0.041
C 1.589 -6.352 1.053 -0.177
C 2.025 1.159 -3.918 -1.626
H -5.682 -1.956 3.385 0.336
H -3.738 -3.543 -2.121 0.612
H 2.985 -2.494 2.275 0.064
H -1.814 -3.616 1.292 -0.820
H -1.748 -1.890 -3.547 -0.065
C 3.770 0.631 1.746 1.541
H -3.140 -4.378 -0.749 0.308
```

Calculated values
Kohn-Sham gap = 6.56 eV
multiplicity = 1
HOMO level = -6.297 eV
LUMO energy = 0.2606 eV